[1]
# C2H6N5

A gas-phase ion, C2H6N5 (charge +1) in a non-equilibrium geometry (the ωB97M-V functional and the def2-TZVPD basis, the OMol25 dataset).

Structure (ORCA input):
```
! RIJCOSX wB97M-V def2-TZVPD def2/J DEFGRID3
* xyz 1 1
C 0.4421 1.3415 1.0049
N 0.5757 0.0991 0.2432
N 1.5484 -0.6659 -0.0746
C 1.1227 -1.5337 -0.9581
N -0.1760 -1.3510 -1.1993
N -0.5179 -0.3948 -0.3553
N -1.7340 0.0925 -0.3495
H 0.1501 1.0973 1.9798
H 1.3602 1.9077 1.0989
H -0.1468 1.9551 0.3939
H 1.7970 -2.1962 -1.5598
H -2.3614 -0.6243 -0.8303
H -2.0602 0.2726 0.6062
*
```

Calculated values
E_tot: -9611.5735 eV
LUMO level: -0.173 Eh
HOMO level: -0.561 Eh
SMILES string: C[n+]1ncnn1N

---

[2]
# C8H11Cl16IN3

5 unconnected molecules or ions with the total composition C8H11Cl16IN3 in a non-equilibrium geometry (the ωB97M-V functional and the def2-TZVPD basis, the OMol25 dataset).

Structure (ORCA input):
```
! RIJCOSX wB97M-V def2-TZVPD def2/J DEFGRID3
* xyz 1 1
C -1.7296 2.2682 1.5738
C -0.5525 2.7230 0.5241
N -0.5006 4.0839 0.2108
C 0.5876 1.7508 -0.1468
N 0.0508 0.5283 -0.8576
I -1.7803 0.8783 -1.8303
C 0.0353 -0.7402 -0.0212
N -0.0545 -0.5147 1.4713
H -1.3658 2.0672 2.6701
H -2.3109 1.2975 1.1921
H -2.5711 3.1139 1.6118
H -1.2678 4.6023 0.6982
H 1.4674 1.4608 0.6064
H 1.1259 2.4078 -0.9860
H 0.7254 0.3328 -1.6581
H -0.7932 -1.5194 -0.3489
H 1.0826 -1.2792 -0.2158
H -0.3742 -1.4317 1.8769
H 0.8949 -0.2872 1.8952
C 4.6043 3.4236 -0.8417
Cl 4.0905 3.8165 0.8185
Cl 6.3599 3.1209 -0.8641
Cl 3.7433 1.9674 -1.4009
Cl 4.2233 4.7896 -1.9203
C -2.8233 0.3021 4.9184
Cl -1.0621 0.0327 4.9273
Cl -3.5378 -0.3928 6.3952
Cl -3.1562 2.0516 4.8640
Cl -3.5370 -0.4831 3.4871
C -2.8234 -3.1836 -2.6689
Cl -3.3791 -4.8576 -2.9207
Cl -1.0489 -3.1186 -2.8154
Cl -3.5601 -2.1223 -3.8959
Cl -3.3055 -2.6360 -1.0434
C 2.5086 -4.8906 -3.0610
Cl 4.2698 -5.1600 -3.0521
Cl 1.7940 -5.5855 -1.5842
Cl 2.1756 -3.1411 -3.1155
Cl 1.7949 -5.6758 -4.4923
*
```

Calculated values
E_tot: -221392.7049 eV
LUMO level: -0.187 Eh
HOMO level: -0.486 Eh

---

[3]
# C32H33BCl2O2S

2 unconnected molecules or ions with the total composition C32H33BCl2O2S in a non-equilibrium geometry (the ωB97M-V functional and the def2-TZVPD basis, the OMol25 dataset).

Structure (ORCA input):
```
! RIJCOSX wB97M-V def2-TZVPD def2/J DEFGRID3
* xyz 0 1
Cl 1.0827 6.5088 -2.4960
C 0.2984 5.1067 -1.8896
C 0.1394 4.9285 -0.5040
C -0.3584 3.7476 0.0133
C -0.6935 2.6686 -0.8413
C -1.1565 1.4196 -0.2523
C -2.1340 0.7098 -0.9816
C -3.2884 0.0949 -0.4951
C -4.1561 -0.7133 -1.3036
C -5.2769 -1.3598 -0.6954
C -6.2592 -1.9844 -1.4496
C -6.1636 -1.9550 -2.8602
Cl -7.4589 -2.5392 -3.8085
C -5.0069 -1.4340 -3.4709
C -3.9876 -0.8756 -2.7003
C -0.7185 2.9474 -2.2426
C -0.1468 4.1132 -2.7711
H 0.4433 5.7157 0.1712
H -0.4491 3.6067 1.0978
H -1.1659 1.4042 0.8454
H -2.0560 0.7206 -2.0712
H -3.5717 0.1685 0.5755
H -5.3611 -1.3215 0.3959
H -7.1105 -2.4392 -0.9486
H -4.9281 -1.4184 -4.5542
H -3.0847 -0.5060 -3.1868
H -1.1136 2.2049 -2.9310
H -0.0548 4.2552 -3.8539
C 4.2372 -2.7381 4.4225
C 3.2468 -2.4760 3.3386
C 2.8932 -3.3607 2.3397
C 1.9458 -2.8337 1.4292
C 1.4144 -1.5773 1.7779
B 0.9959 -0.3439 0.6745
C -0.2557 -1.0906 1.4332
C -1.0298 -2.0473 0.7011
C -2.2674 -2.4867 1.1616
C -2.8685 -1.9168 2.2992
C -2.1965 -0.8717 2.9586
C -0.9527 -0.4549 2.5133
O 1.4807 0.9235 1.0240
C 2.7047 0.9989 0.2427
C 2.8893 2.4488 -0.1078
C 3.8892 0.5668 1.0937
C 2.3974 0.0337 -1.0187
C 1.8713 0.7559 -2.2374
C 3.6017 -0.8080 -1.4418
O 1.3188 -0.8142 -0.5982
S 2.1860 -1.1004 3.2837
H 4.7480 -3.7052 4.2711
H 5.0048 -1.9441 4.4556
H 3.6896 -2.7709 5.3849
H 3.3652 -4.3487 2.3336
H 1.6244 -3.3903 0.5640
H -0.6409 -2.4156 -0.2569
H -2.8047 -3.2565 0.5920
H -3.8302 -2.2884 2.6707
H -2.6444 -0.3861 3.8333
H -0.4347 0.3589 3.0195
H 3.7079 2.5773 -0.8440
H 1.9276 2.7996 -0.5314
H 3.1300 3.0133 0.8176
H 4.8507 0.8158 0.6137
H 3.8131 1.1175 2.0415
H 3.8494 -0.5077 1.2961
H 2.5893 1.5046 -2.5968
H 1.7045 -0.0096 -3.0059
H 0.9056 1.2276 -2.0170
H 4.3774 -0.1055 -1.7857
H 3.9930 -1.4419 -0.6306
H 3.3096 -1.4260 -2.3059
*
```

Calculated values
E_tot: -74368.5341 eV
LUMO level: -0.073 Eh
HOMO level: -0.207 Eh

---

[4]
# C20H41FGaNO10PS2

A molecular structure, C20H41FGaNO10PS2 in a non-equilibrium geometry (the ωB97M-V functional and the def2-TZVPD basis, the OMol25 dataset).

Structure (ORCA input):
```
! RIJCOSX wB97M-V def2-TZVPD def2/J DEFGRID3
* xyz -1 1
C 0.7241 -1.5650 2.4290
C -0.6248 -1.9357 1.8523
O -1.4183 -0.7497 1.6323
P -1.3404 -0.1271 0.1580
O -0.2428 -0.6588 -0.6649
C -2.9353 -0.4802 -0.6226
C -4.0967 0.4837 -0.2521
Ga -5.3307 -0.1994 1.2296
C -7.0388 -0.8920 0.3338
C -4.5717 -1.7294 2.3307
C -5.3465 -1.9460 3.6613
C -5.3300 -3.4110 4.0688
O -4.0220 -3.8570 4.4137
C -6.0003 1.3266 2.5010
O -7.1252 1.7518 2.4837
N -5.0779 1.9386 3.5569
C -5.2062 1.4120 4.8154
O -4.2938 1.1999 5.5750
F -6.4707 1.1846 5.1790
O -1.1383 1.4597 0.3229
C -1.7004 2.0382 1.5147
C -0.7734 1.9619 2.7353
H 1.2854 -2.4832 2.6008
H 0.6117 -1.0957 3.4036
H 1.2676 -0.9038 1.7622
H -0.5538 -2.5658 0.9729
H -1.1703 -2.5030 2.6054
H -3.1870 -1.5180 -0.4120
H -2.7250 -0.3862 -1.6870
H -3.7029 1.4862 -0.0866
H -4.7200 0.5845 -1.1415
H -7.5397 -1.6142 0.9780
H -6.8366 -1.3164 -0.6485
H -7.7118 -0.0393 0.2210
H -3.5317 -1.5531 2.6083
H -4.5748 -2.6694 1.7748
H -4.7812 -1.4203 4.4333
H -6.3629 -1.5553 3.6130
H -5.6742 -4.0411 3.2520
H -5.9905 -3.6003 4.9251
H -3.7891 -3.4753 5.2608
H -4.1161 1.8493 3.2637
H -1.8785 3.0851 1.2808
H -2.6722 1.6109 1.7462
H -1.2688 1.3917 3.5191
H 0.1151 1.3936 2.4816
H -0.5286 2.9356 3.1452
C 3.5765 -0.2603 -2.6175
C 4.6084 -1.0722 -3.4077
C 4.4159 -2.5462 -3.0362
S 2.6820 -2.7245 -2.5827
O 2.6178 -3.0776 -1.1886
O 2.0111 -3.5145 -3.5866
C 2.2506 -1.0013 -2.7777
H 3.5042 0.7631 -2.9771
H 3.8625 -0.2248 -1.5661
H 4.4351 -0.9385 -4.4796
H 5.6244 -0.7441 -3.1941
H 4.6324 -3.2140 -3.8667
H 5.0133 -2.8260 -2.1705
H 1.5036 -0.7212 -2.0376
H 1.8466 -0.8761 -3.7826
C 7.2597 4.0651 -4.3705
C 7.3872 2.6585 -4.9700
C 7.6757 1.6921 -3.8144
S 6.9295 2.4245 -2.3508
O 7.9772 2.7724 -1.4262
O 5.7944 1.6392 -1.9397
C 6.3549 3.9181 -3.1516
H 6.8496 4.7751 -5.0872
H 8.2432 4.4268 -4.0624
H 6.4483 2.3830 -5.4548
H 8.1709 2.6106 -5.7247
H 7.2380 0.7114 -3.9794
H 8.7429 1.5940 -3.6253
H 6.4220 4.7495 -2.4542
H 5.3177 3.7558 -3.4437
*
```

Calculated values
E_tot: -129426.1193 eV
LUMO level: 0.059 Eh
HOMO level: -0.192 Eh

---

[5]
# C6H11NO

A molecular structure, C6H11NO in a non-equilibrium geometry (the ωB97M-V functional and the def2-TZVPD basis, the OMol25 dataset).

Structure (ORCA input):
```
! RIJCOSX wB97M-V def2-TZVPD def2/J DEFGRID3
* xyz 0 1
C -1.8073 -0.8508 -0.1691
C -1.8976 0.8229 -0.1500
C -0.3261 0.9418 -0.0559
C 1.1441 1.3823 0.1238
C 1.2989 -1.3104 -0.0199
C -0.3164 -1.0862 -0.0541
H -2.2438 -1.0720 0.7909
H -2.4571 -1.1623 -0.9301
H -2.5105 1.1576 0.6869
H -2.3331 1.2116 -1.1357
H -0.0272 0.7612 -1.0297
H 1.5220 1.6044 1.1381
H 1.2567 2.4594 -0.5426
H 2.4568 0.0875 -1.2216
H 1.7008 -1.9553 -0.8353
H 1.8552 -1.6677 0.8954
H 0.0599 -0.6097 -1.0124
N 1.8096 0.1399 -0.2901
O -0.0651 -0.1489 0.8972
*
```

Calculated values
E_tot: -9927.8948 eV
LUMO level: 0.037 Eh
HOMO level: -0.295 Eh

---

[6]
# C12H16Cl3F5OPb

A molecular structure, C12H16Cl3F5OPb in a non-equilibrium geometry (the ωB97M-V functional and the def2-TZVPD basis, the OMol25 dataset).

Structure (ORCA input):
```
! RIJCOSX wB97M-V def2-TZVPD def2/J DEFGRID3
* xyz -2 1
C -0.2693 -2.4042 -0.2658
C -0.9183 -1.9663 -1.4597
C -2.1408 -1.3408 -1.0887
C -0.4723 -2.1556 -2.8471
C -2.2172 -1.3167 0.3365
C -1.0672 -1.9964 0.8450
C -0.8122 -2.3289 2.2617
C 0.9503 -3.2210 -0.1677
C -3.1204 -0.7303 -2.0095
C -3.3364 -0.7539 1.1320
Pb 1.6314 1.1630 -1.2702
Cl 0.8255 0.9738 -3.8734
Cl 2.7614 -1.0962 -2.0723
Cl -0.9011 1.6033 -1.2601
H 0.5462 -2.5478 -2.8646
H -0.4434 -1.1791 -3.3556
H -1.1455 -2.8166 -3.4101
H -2.6202 -0.2679 -2.8714
H -3.7164 0.0340 -1.4899
H -3.8220 -1.4881 -2.3885
H -3.6166 0.2454 0.7496
H -3.0616 -0.6794 2.1972
H -4.2267 -1.4057 1.0641
H -1.2168 -1.5616 2.9448
H 0.2663 -2.4605 2.4317
H -1.2986 -3.2841 2.5112
H 1.6640 -2.9600 -0.9564
H 0.7212 -4.2933 -0.2540
H 1.4386 -3.0712 0.8020
O 1.1192 0.2216 0.8490
H 1.9098 0.4521 1.4032
F -0.9293 1.3238 3.1639
C -0.8297 2.0941 2.0833
F -2.0319 2.4798 1.6498
C 0.1439 3.2552 2.1610
F -0.3809 4.1118 3.0906
F 1.3831 2.8606 2.5307
F 0.2268 3.8889 0.9803
*
```

Calculated values
E_tot: -71154.8604 eV
LUMO level (alpha / beta): 0.191 / 0.191 Eh
HOMO level (alpha / beta): -0.029 / -0.031 Eh